(1)
ORCA calculation (the ωB97M-V functional and the def2-TZVPD basis) on a molecular structure, C40H48N4O7Pb.

The geometry in ORCA input format:
```
! wB97M-V def2-TZVPD RIJCOSX def2/J DEFGRID3
* xyz 2 1
Pb 0.091 0.136 0.008
O 3.866 -2.159 2.668
C 3.178 -1.229 2.042
O 1.922 -1.758 1.642
C 3.592 0.031 1.512
C 4.905 0.472 1.735
C 5.274 1.705 1.251
C 4.346 2.456 0.541
C 3.077 1.932 0.356
N 2.694 0.761 0.843
C 2.005 2.683 -0.422
O 2.354 3.753 -1.107
O 0.835 2.356 -0.449
H 4.669 -1.829 3.096
H 5.630 -0.131 2.269
H 6.274 2.084 1.417
H 4.633 3.438 0.188
H 3.299 3.957 -1.052
C -0.254 -3.741 -3.527
C 0.202 -2.477 -2.792
C 1.639 -2.641 -2.274
C 0.063 -1.255 -3.679
C 0.738 -1.187 -4.872
C 0.582 -0.087 -5.723
C -0.258 0.974 -5.391
C -0.992 0.964 -4.224
C -1.843 2.161 -3.862
C -0.985 3.429 -3.774
C -2.995 2.329 -4.860
C -0.855 -0.181 -3.355
N -1.500 -0.267 -2.190
C -2.854 -0.068 -2.016
O -3.676 -0.190 -2.894
C -3.287 0.132 -0.584
C -4.634 0.112 -0.283
C -5.020 0.285 1.039
C -4.053 0.469 2.012
C -2.724 0.488 1.630
N -2.352 0.327 0.357
C -1.642 0.685 2.681
O -2.009 0.890 3.827
N -0.366 0.605 2.235
C 0.648 1.039 3.167
C 1.358 0.101 3.917
C 2.410 0.513 4.737
C 2.771 1.842 4.819
C 2.049 2.772 4.091
C 0.979 2.402 3.276
C 0.198 3.507 2.574
C 1.108 4.615 2.029
C -0.829 4.143 3.524
C 1.019 -1.381 4.012
C 0.781 -2.107 2.730
C -0.240 -1.648 4.858
H -0.226 -4.602 -2.856
H 0.397 -3.961 -4.376
H -1.273 -3.636 -3.901
H -0.463 -2.337 -1.941
H 2.331 -2.871 -3.089
H 1.685 -3.486 -1.576
H 2.009 -1.735 -1.787
H 1.386 -2.001 -5.174
H 1.126 -0.061 -6.659
H -0.337 1.819 -6.064
H -2.274 1.994 -2.875
H -0.527 3.665 -4.737
H -0.188 3.329 -3.030
H -1.608 4.277 -3.489
H -2.614 2.551 -5.860
H -3.630 3.162 -4.553
H -3.608 1.430 -4.912
H -5.345 -0.039 -1.082
H -6.068 0.272 1.307
H -4.292 0.608 3.057
H 2.942 -0.228 5.330
H 3.586 2.153 5.460
H 2.307 3.820 4.178
H -0.337 3.064 1.734
H 1.423 5.295 2.824
H 0.575 5.213 1.288
H 2.017 4.228 1.562
H -0.308 4.625 4.356
H -1.518 3.411 3.936
H -1.403 4.911 3.000
H 1.864 -1.865 4.507
H -0.111 -1.796 2.199
H 0.859 -3.188 2.822
H 2.083 -2.561 1.111
H -1.083 -1.061 4.492
H -0.032 -1.337 5.880
H -0.509 -2.708 4.877
C 3.529 2.066 -4.022
C 3.635 0.942 -3.019
O 2.378 0.676 -2.370
H 4.506 2.283 -4.458
H 3.141 2.976 -3.559
H 2.857 1.791 -4.840
H 4.336 1.189 -2.219
H 3.998 0.029 -3.497
H 1.717 0.590 -3.070
*
```

Computed properties:
- Electronic energy: -2491.04958 Eh
- Highest occupied orbital energy (spin up / spin down): -13.53 / -13.39 eV
- LUMO (spin up / spin down): -7.33 / -7.05 eV

(2)
ORCA calculation (the ωB97M-V functional and the def2-TZVPD basis) on a molecular structure, C40H48N5O9PS2SbTi.

The geometry in ORCA input format:
```
! wB97M-V def2-TZVPD RIJCOSX def2/J DEFGRID3
* xyz -1 1
Ti -0.391 -0.846 -0.476
O -6.158 0.800 -1.960
C -4.901 0.374 -1.685
C -3.907 0.337 -2.659
C -2.654 -0.081 -2.271
N -2.406 -0.442 -1.025
C -3.345 -0.431 -0.090
C -4.630 -0.029 -0.376
C -2.796 -0.874 1.259
O -3.535 -0.970 2.224
O -1.535 -1.118 1.201
C -1.412 -0.188 -3.140
O -1.484 -0.092 -4.345
O -0.360 -0.430 -2.420
H -6.187 1.133 -2.864
H -4.073 0.649 -3.682
H -5.388 -0.011 0.393
O -0.401 1.162 0.183
S 1.101 1.222 0.352
O 1.715 2.120 -0.592
O 1.412 -0.256 -0.059
O 1.483 1.414 1.730
S -2.074 3.440 -2.621
Sb -1.466 4.677 -0.858
C 0.454 5.557 -0.785
C 1.469 5.061 0.024
C 2.707 5.690 0.036
C 2.931 6.808 -0.754
C 1.917 7.304 -1.563
C 0.679 6.681 -1.576
C -2.614 6.471 -0.876
C -3.336 6.787 -2.020
C -4.052 7.976 -2.085
C -4.049 8.848 -1.006
C -3.333 8.532 0.141
C -2.615 7.346 0.205
C -1.809 3.908 1.065
C -2.684 2.833 1.180
C -2.937 2.277 2.423
C -2.309 2.795 3.548
C -1.438 3.868 3.436
C -1.185 4.429 2.191
H 1.323 4.169 0.619
H 3.499 5.288 0.654
H 3.901 7.289 -0.746
H 2.091 8.174 -2.184
H -0.112 7.074 -2.206
H -3.339 6.089 -2.851
H -4.611 8.222 -2.979
H -4.606 9.776 -1.058
H -3.335 9.208 0.987
H -2.061 7.103 1.105
H -3.132 2.412 0.286
H -3.584 1.415 2.517
H -2.487 2.342 4.515
H -0.937 4.257 4.313
H -0.480 5.248 2.105
N -0.023 -2.592 -0.580
P 0.983 -3.614 0.031
N 2.540 -3.296 -0.437
C 3.738 -3.757 0.253
C 4.699 -2.587 0.523
C 4.568 -1.513 -0.565
C 4.187 -2.172 -1.886
C 2.776 -2.756 -1.785
N 0.514 -5.153 -0.387
C 1.429 -6.271 -0.222
C 2.104 -6.634 -1.542
C 1.054 -6.902 -2.620
C 0.081 -5.730 -2.739
C -0.525 -5.394 -1.381
N 1.110 -3.681 1.688
C 0.028 -4.319 2.443
C 0.525 -4.680 3.838
C 1.048 -3.445 4.568
C 2.091 -2.723 3.719
C 1.529 -2.423 2.340
H 4.241 -4.519 -0.357
H 3.448 -4.233 1.188
H 5.720 -2.978 0.558
H 4.491 -2.152 1.503
H 5.499 -0.953 -0.662
H 3.784 -0.802 -0.297
H 4.914 -2.954 -2.131
H 4.203 -1.454 -2.706
H 2.633 -3.533 -2.549
H 2.046 -1.972 -1.973
H 0.861 -7.135 0.149
H 2.166 -6.023 0.543
H 2.748 -7.507 -1.405
H 2.741 -5.799 -1.848
H 0.494 -7.806 -2.353
H 1.537 -7.102 -3.579
H -0.711 -5.961 -3.456
H 0.605 -4.843 -3.109
H -1.140 -6.235 -1.032
H -1.156 -4.510 -1.440
H -0.299 -5.210 1.908
H -0.828 -3.635 2.516
H 1.325 -5.422 3.746
H -0.290 -5.141 4.401
H 1.462 -3.722 5.541
H 0.213 -2.762 4.754
H 2.988 -3.346 3.618
H 2.391 -1.785 4.191
H 2.254 -1.913 1.710
H 0.666 -1.751 2.430
*
```

Computed properties:
- Electronic energy: -4731.84912 Eh
- Highest occupied orbital energy: -5.88 eV
- ΔE to the lowest compared entry with this formula, charge and spin: 0.000 eV
- LUMO: 2.36 eV

(3)
ORCA calculation (the ωB97M-V functional and the def2-TZVPD basis) on a molecular structure, C40H49BaF3N2P2.

The geometry in ORCA input format:
```
! wB97M-V def2-TZVPD RIJCOSX def2/J DEFGRID3
* xyz 0 1
Ba -0.344 -0.532 -1.593
C -4.188 2.469 -2.517
C -4.637 1.256 -1.699
C -5.938 1.558 -0.959
P -3.188 0.654 -0.705
C -3.902 -0.511 0.538
C -4.585 -1.682 -0.170
C -2.777 -1.017 1.436
C -2.623 2.073 0.283
C -3.505 2.680 1.187
C -3.177 3.792 1.939
C -4.161 4.446 2.870
C -1.884 4.296 1.769
C -0.983 3.708 0.912
C -1.298 2.558 0.141
N -0.342 1.904 -0.616
C 0.712 2.689 -1.096
C 0.438 3.959 -1.656
C 1.424 4.815 -2.083
C 2.772 4.460 -1.993
C 3.870 5.390 -2.437
C 3.051 3.192 -1.524
C 2.071 2.274 -1.110
P 2.518 0.551 -0.682
C 3.575 0.593 0.838
C 4.903 1.340 0.765
C 3.789 -0.846 1.314
C 3.633 -0.081 -2.049
C 2.735 -0.748 -3.101
C 4.649 0.808 -2.764
H -4.960 2.752 -3.236
H -3.266 2.271 -3.069
H -4.003 3.322 -1.862
H -4.820 0.431 -2.396
H -5.848 2.465 -0.362
H -6.252 0.744 -0.306
H -6.738 1.727 -1.684
H -4.635 0.020 1.152
H -3.858 -2.259 -0.749
H -5.376 -1.360 -0.848
H -5.029 -2.359 0.563
H -2.086 -1.654 0.870
H -3.176 -1.638 2.240
H -2.215 -0.199 1.885
H -4.493 2.252 1.312
H -4.891 3.726 3.243
H -4.714 5.246 2.371
H -3.657 4.889 3.730
H -1.571 5.162 2.344
H 0.019 4.113 0.854
H -0.599 4.265 -1.717
H 1.149 5.783 -2.490
H 3.517 6.420 -2.484
H 4.242 5.124 -3.429
H 4.717 5.357 -1.751
H 4.089 2.895 -1.472
H 2.926 1.094 1.564
H 5.583 0.874 0.049
H 5.392 1.306 1.742
H 4.775 2.388 0.499
H 4.407 -1.410 0.611
H 2.837 -1.362 1.431
H 4.306 -0.850 2.276
H 4.182 -0.884 -1.545
H 2.055 -0.008 -3.546
H 2.164 -1.585 -2.687
H 3.326 -1.151 -3.925
H 4.154 1.591 -3.341
H 5.220 0.194 -3.465
H 5.359 1.280 -2.088
C -1.072 0.163 4.457
C -0.559 -1.091 4.159
C 0.281 -1.219 3.063
N 0.633 -0.194 2.288
C 0.140 1.006 2.589
C -0.719 1.236 3.653
H -1.739 0.299 5.299
H -0.809 -1.957 4.757
H 0.688 -2.188 2.792
H 0.439 1.817 1.939
H -1.107 2.231 3.828
F 3.059 -9.499 1.305
C 1.989 -9.560 0.493
F 2.336 -10.340 -0.553
F 1.029 -10.236 1.161
C 1.520 -8.209 0.053
C 2.191 -7.056 0.432
C 1.738 -5.822 -0.003
C 0.609 -5.717 -0.822
C -0.056 -6.892 -1.192
C 0.395 -8.124 -0.759
C 0.152 -4.436 -1.270
C -0.247 -3.344 -1.661
H 3.066 -7.125 1.063
H 2.257 -4.917 0.284
H -0.930 -6.823 -1.825
H -0.125 -9.027 -1.052
*
```

Computed properties:
- Electronic energy: -2670.92714 Eh
- Highest occupied orbital energy: -6.76 eV
- ΔE to the lowest compared entry with this formula, charge and spin: 0.000 eV
- LUMO: -0.14 eV

(4)
ORCA calculation (the ωB97M-V functional and the def2-TZVPD basis) on a molecular structure, C40H49Br2N5O5SiTi in a non-equilibrium geometry.

The geometry in ORCA input format:
```
! wB97M-V def2-TZVPD RIJCOSX def2/J DEFGRID3
* xyz 0 3
Ti 13.040 10.302 11.765
C 16.014 8.854 11.519
O 15.149 9.887 10.914
C 15.739 11.088 10.479
C 17.043 11.223 10.087
C 17.574 12.472 9.698
C 16.682 13.525 9.570
C 15.390 13.418 9.991
C 14.888 12.192 10.427
N 13.554 11.972 10.857
N 12.853 13.110 10.696
C 11.466 13.084 10.857
C 10.712 11.911 11.173
O 11.290 10.723 11.352
C 9.326 12.009 11.362
C 8.661 13.135 11.155
C 9.310 14.374 10.803
C 8.619 15.617 10.698
C 9.300 16.796 10.511
C 10.730 16.789 10.529
C 11.348 15.570 10.639
C 10.750 14.357 10.749
H 15.777 7.952 10.940
H 17.014 9.256 11.490
H 15.613 8.666 12.513
H 17.738 10.382 10.285
H 18.624 12.645 9.445
H 16.937 14.493 9.186
H 14.726 14.240 9.931
H 8.828 11.160 11.761
H 7.628 13.089 11.259
H 7.519 15.653 10.847
H 8.733 17.725 10.561
H 11.350 17.701 10.604
H 12.493 15.644 10.776
O 13.424 8.850 13.151
N 13.883 9.221 14.340
N 14.200 10.459 14.406
O 13.862 11.345 13.449
C 14.832 10.954 15.589
C 14.877 10.241 16.760
C 15.417 10.879 17.889
C 15.803 12.237 17.848
C 15.788 12.868 16.652
C 15.260 12.251 15.541
H 14.509 9.232 16.880
H 15.502 10.313 18.807
H 16.345 12.694 18.681
H 16.042 13.943 16.544
H 15.110 12.841 14.589
O 14.101 8.195 5.830
C 13.739 8.646 7.046
C 13.530 10.012 7.384
C 13.185 10.362 8.678
N 13.048 9.445 9.654
C 13.208 8.177 9.284
Br 13.067 6.826 10.704
C 13.604 7.708 8.064
H 14.128 8.900 5.176
H 13.703 10.743 6.664
H 13.126 11.433 8.885
H 13.782 6.677 7.881
C 7.807 11.765 14.954
C 8.004 11.927 16.401
C 7.349 10.689 17.110
C 7.278 13.154 16.911
Si 9.851 12.142 16.833
Br 10.821 10.077 16.263
C 10.785 13.441 15.771
C 12.247 13.593 16.242
C 10.742 13.156 14.219
C 10.094 14.814 15.914
C 10.253 12.197 18.703
C 9.345 11.286 19.579
C 11.729 11.746 19.036
C 10.158 13.608 19.313
H 6.853 11.251 14.704
H 8.471 11.218 14.469
H 7.723 12.697 14.374
H 6.379 10.547 16.632
H 7.239 10.719 18.172
H 7.966 9.805 16.790
H 6.246 12.918 16.882
H 7.425 13.937 16.180
H 7.580 13.370 17.943
H 12.701 12.657 16.449
H 12.159 14.030 17.339
H 12.754 14.257 15.568
H 10.979 12.172 14.113
H 11.561 13.700 13.709
H 9.746 13.245 13.804
H 10.215 15.295 16.908
H 9.119 14.790 15.611
H 10.540 15.490 15.126
H 9.256 10.336 19.136
H 8.321 11.731 19.765
H 9.854 11.184 20.556
H 11.975 10.693 18.768
H 11.780 11.857 20.113
H 12.508 12.430 18.613
H 9.240 14.139 19.151
H 11.043 14.229 19.143
H 10.184 13.517 20.365
*
```

Computed properties:
- <S²>: 2.044
- Electronic energy: -8490.55101 Eh
- Highest occupied orbital energy (spin up / spin down): -5.80 / -7.21 eV
- ΔE to the lowest compared entry with this formula, charge and spin: 0.580 eV
- LUMO (spin up / spin down): 0.08 / -0.12 eV